ORCA calculation (ωB97M-V with the def2-TZVPD basis set) on a 3-piece molecular cluster, C31H67BN4O11S overall in a non-equilibrium geometry.

Positions of all 115 atoms, in Å:
H (-5.574, -1.192, -1.448)
N (-5.380, -2.197, -1.360)
C (-4.128, -2.356, -1.350)
C (-3.059, -1.237, -1.414)
C (-3.067, -0.469, -0.019)
B (-2.802, -1.694, 1.003)
N (-1.773, -2.703, 0.838)
O (-3.614, -1.727, 2.133)
O (-4.323, 0.229, 0.089)
C (-4.202, 1.298, -0.806)
O (-5.068, 1.883, -1.283)
O (-2.843, 1.508, -1.038)
C (-2.152, 0.760, 0.005)
C (-0.646, 0.449, -0.221)
C (0.139, 1.504, -1.062)
C (1.149, 2.365, -0.246)
C (2.593, 1.759, -0.145)
C (3.641, 2.881, -0.458)
C (5.061, 2.511, 0.032)
C (5.878, 1.663, -0.997)
C (5.915, 0.149, -0.628)
C (6.978, -0.191, 0.469)
C (6.248, -0.543, 1.806)
C (5.482, -1.899, 1.697)
C (-2.180, 1.766, 1.199)
C (-2.351, 1.151, 2.622)
C (-2.164, 2.281, 3.685)
S (-3.705, 2.720, 4.546)
O (-4.884, 2.306, 3.851)
O (-3.659, 2.185, 5.877)
O (-3.717, 4.354, 4.681)
H (-3.766, -3.403, -1.287)
H (-3.158, -0.563, -2.273)
H (-2.089, -1.757, -1.549)
H (-1.306, -2.826, 1.740)
H (-1.034, -2.432, 0.194)
H (-3.475, -2.594, 2.548)
H (-0.601, -0.501, -0.800)
H (-0.159, 0.214, 0.749)
H (-0.506, 2.172, -1.665)
H (0.740, 0.940, -1.808)
H (1.242, 3.338, -0.776)
H (0.825, 2.614, 0.782)
H (2.742, 0.846, -0.747)
H (2.754, 1.515, 0.931)
H (3.307, 3.843, -0.015)
H (3.608, 3.039, -1.559)
H (5.069, 1.979, 1.001)
H (5.613, 3.463, 0.180)
H (6.929, 2.024, -1.024)
H (5.476, 1.775, -2.026)
H (4.915, -0.125, -0.236)
H (6.154, -0.451, -1.528)
H (7.540, -1.099, 0.171)
H (7.669, 0.654, 0.659)
H (6.980, -0.657, 2.634)
H (5.509, 0.244, 2.056)
H (6.127, -2.724, 1.334)
H (5.017, -2.184, 2.659)
H (4.662, -1.770, 0.961)
H (-1.200, 2.291, 1.201)
H (-2.925, 2.585, 1.102)
H (-1.564, 0.391, 2.786)
H (-3.363, 0.702, 2.676)
H (-1.451, 1.945, 4.459)
H (-1.769, 3.203, 3.211)
H (-2.940, 4.716, 4.222)
C (1.207, -3.330, 6.825)
O (1.172, -1.949, 7.142)
C (2.430, -1.295, 6.998)
C (2.420, -0.350, 5.807)
N (2.385, -1.083, 4.545)
C (2.110, -0.249, 3.377)
C (0.760, 0.474, 3.315)
O (-0.364, -0.383, 3.164)
C (-0.865, -0.938, 4.373)
H (0.262, -3.768, 7.145)
H (1.306, -3.487, 5.746)
H (2.021, -3.837, 7.348)
H (3.257, -2.009, 6.937)
H (2.576, -0.700, 7.904)
H (3.320, 0.272, 5.835)
H (1.547, 0.305, 5.917)
H (1.670, -1.797, 4.599)
H (2.170, -0.908, 2.505)
H (2.914, 0.486, 3.271)
H (0.774, 1.096, 2.411)
H (0.612, 1.166, 4.152)
H (-0.742, -0.262, 5.222)
H (-0.389, -1.899, 4.580)
H (-1.931, -1.128, 4.238)
C (-1.013, -1.777, -8.918)
O (-1.435, -0.437, -8.733)
C (-2.800, -0.212, -9.081)
C (-3.644, 0.042, -7.844)
N (-3.800, -1.169, -7.045)
C (-4.372, -0.942, -5.718)
C (-3.588, -0.062, -4.743)
O (-2.361, -0.633, -4.296)
C (-1.263, -0.434, -5.171)
H (0.071, -1.802, -8.809)
H (-1.446, -2.438, -8.161)
H (-1.271, -2.141, -9.916)
H (-3.207, -1.029, -9.684)
H (-2.816, 0.692, -9.698)
H (-4.633, 0.397, -8.151)
H (-3.157, 0.842, -7.272)
H (-2.894, -1.604, -6.927)
H (-4.486, -1.927, -5.256)
H (-5.380, -0.532, -5.836)
H (-4.205, 0.047, -3.846)
H (-3.429, 0.954, -5.120)
H (-1.322, 0.518, -5.703)
H (-1.182, -1.261, -5.879)
H (-0.352, -0.436, -4.570)

SMILES string = [H]/N=C\C[C@]1(B(N)O)OC(=O)O[C@@]1(CCCCCCCCCCC)CCCS(=O)(=O)O.COCCNCCOC.COCCNCCOC
highest occupied orbital energy = -8.8 eV
gap between HOMO and LUMO = 8.9013 eV
LUMO energy = 0.004 Ha
multiplicity = 1
largest force on an atom = 4.9 eV Å⁻¹